C12H16N2O | ωB97M-V/def2-TZVPD

```
! wB97M-V def2-TZVPD RIJCOSX def2/J DEFGRID3
* xyz 0 1
C -2.757 -0.991 -1.259
C -0.975 0.869 -0.716
C -1.628 -0.058 -1.612
C 0.069 1.454 -1.442
C -0.989 0.017 -2.790
C -0.483 2.309 1.115
C 0.664 2.737 0.451
C -1.309 1.348 0.546
C 0.973 2.308 -0.826
N 0.067 0.934 -2.709
H -0.716 2.717 2.082
H 1.409 3.284 1.011
H -2.138 0.910 1.095
H 1.916 2.586 -1.273
H -3.504 -1.134 -2.041
H -3.228 -0.614 -0.357
H -1.111 -0.433 -3.758
H 0.242 1.504 -3.519
H -2.339 -1.960 -0.988
C 1.820 -1.469 0.982
C 0.939 -2.326 0.080
C 1.381 -1.514 2.422
O 1.063 -2.493 3.063
N 1.375 -0.282 3.005
H 2.842 -1.827 0.912
H 1.859 -0.455 0.585
H -0.124 -2.209 0.298
H 1.083 -3.407 0.113
H 1.299 -0.277 4.015
H 1.222 0.575 2.494
H 1.077 -2.101 -0.978
*
```

Highest occupied orbital energy in eV: -8.2
Gap between HOMO and LUMO in eV: 9.048
Electronic energy in eV: -17731.8724
SMILES string: Cc1c[nH]c2ccccc12.CCC(N)=O

Results of the Mulliken charge analysis, in e, for atoms 1 through 4: -1.344, 1.253, 0.437, -0.527

=====

C12H16N2O3 | ωB97M-V/def2-TZVPD

```
! wB97M-V def2-TZVPD RIJCOSX def2/J DEFGRID3
* xyz 0 1
C 1.057 1.766 0.615
C 1.852 0.950 -0.484
C -0.353 2.113 0.089
C -1.477 1.134 0.040
C -1.863 0.619 1.243
C -2.006 0.671 -1.161
C -2.915 -0.263 1.193
C -3.137 -0.147 -1.198
C -3.698 -0.615 0.087
C 0.459 -1.362 -0.409
C 1.249 -1.944 0.756
C 0.267 -2.315 -1.630
H 2.447 3.231 1.112
H 1.549 3.322 -0.325
H 0.982 1.179 1.534
H -0.705 2.992 0.584
H -0.239 2.453 -1.040
H -1.314 0.931 2.153
H -1.866 1.166 -2.049
H -3.216 -0.661 2.111
H -3.647 -0.345 -2.149
H -4.608 -1.173 0.010
H 2.363 -0.779 -1.116
H -0.395 -0.841 -0.208
H 0.874 -3.178 -1.446
H 0.666 -1.858 -2.574
H -0.704 -3.010 -1.690
H 2.846 -2.977 1.181
N 1.561 3.153 0.676
N 1.481 -0.412 -0.768
O 2.700 1.556 -1.116
O 0.771 -1.988 1.873
O 2.410 -2.478 0.457
*
```

Highest occupied orbital energy in eV: -9.1
Gap between HOMO and LUMO in eV: 9.647
Electronic energy in eV: -21824.1848
SMILES string: C[C@H](NC(=O)[C@@H](N)Cc1ccccc1)C(=O)O

Results of the Mulliken charge analysis, in e, for atoms 1 through 4: -0.119, 0.212, -1.405, 0.519

=====

C12H16N2O4 | ωB97M-V/def2-TZVPD

```
! wB97M-V def2-TZVPD RIJCOSX def2/J DEFGRID3
* xyz 0 1
C 1.649 0.483 0.307
C 0.333 1.226 0.573
C 1.554 -0.940 -0.173
C 0.380 -1.669 0.481
C 0.589 -2.549 1.614
C -0.932 -1.404 0.079
C -0.381 -3.262 2.244
C -1.942 -2.071 0.833
C -1.720 -2.996 1.814
C 0.013 1.605 -1.787
C 0.464 2.986 -2.321
C -0.991 0.897 -2.761
H 2.816 1.366 1.755
H 1.816 0.173 2.350
H 2.257 1.093 -0.369
H 1.367 -1.049 -1.232
H 2.479 -1.543 -0.022
H 1.651 -2.598 1.963
H -1.103 -0.980 -0.894
H -0.200 -3.977 3.014
H -2.959 -1.862 0.532
H -2.658 -3.917 3.276
H -1.033 2.384 -0.104
H 0.952 1.040 -1.747
H -0.648 1.072 -3.799
H -1.953 1.429 -2.736
H -1.289 -0.217 -2.686
H 1.576 1.938 -3.454
N 2.407 0.444 1.563
N -0.438 1.635 -0.439
O 0.025 1.363 1.784
O -2.814 -3.659 2.323
O 0.050 4.073 -1.903
O 1.371 2.880 -3.346
*
```

Highest occupied orbital energy in eV: -8.6
Gap between HOMO and LUMO in eV: 8.705
Electronic energy in eV: -23873.2179
SMILES string: C[C@H](NC(=O)[C@@H](N)Cc1ccc(O)cc1)C(=O)O

Results of the Mulliken charge analysis, in e, for atoms 1 through 4: -0.354, 0.330, -1.235, 0.550

=====

How do the records compare in relative energy (zero: lowest compared OMol25 entry of this formula, charge and spin)? In the order shown, they have 24.4 324.2 194.0 kJ/mol.